{
  "formula": "C5H8N2O",
  "method": "ωB97M-V/def2-TZVPD",
  "species": ["C", "C", "C", "C", "C", "H", "H", "H", "H", "H", "H", "H", "H", "N", "N", "O"],
  "xyz": [[0.27920, -1.04758, 0.93978], [-1.73317, -0.44854, -0.34540], [-0.59418, 0.45794, -0.64927], [1.68762, 0.95797, -0.53645], [0.49675, 0.40653, 0.36073], [0.55703, -1.05327, 1.96921], [0.91228, -1.75542, 0.35169], [-1.60203, -0.85772, 1.48450], [-2.13119, -1.03575, -1.15329], [-2.54314, 0.18305, 0.03615], [2.43902, 0.27076, -0.82661], [2.37198, 1.67062, 0.02629], [0.15320, 1.14684, 1.07791], [-1.20983, -1.38225, 0.67828], [-0.22193, 1.01628, -1.73492], [1.13840, 1.47053, -1.67859]],
  "mulliken_charge": [-0.742, -0.681, 0.426, -0.627, 0.462, 0.319, 0.330, 0.332, 0.342, 0.284, 0.272, 0.254, 0.270, -0.482, -0.528, -0.232],
  "multiplicity": 1,
  "homo_energy_ha": -0.3403,
  "e_lumo_ev": 0.8,
  "energy_ev": -10339.12183,
  "max_force_ev_per_a": 3.81,
  "orbital_gap_ev": 10.0
}



{
  "formula": "C5H8N2O",
  "method": "ωB97M-V/def2-TZVPD",
  "species": ["C", "C", "C", "C", "C", "H", "H", "H", "H", "H", "H", "H", "H", "N", "N", "O"],
  "xyz": [[-0.94524, 1.63465, 0.47539], [-0.09444, 0.55077, -0.08211], [1.88445, 0.05187, -0.41315], [0.22716, -0.86055, 0.51712], [-0.50166, -0.77194, -0.67189], [-2.05335, 1.72537, -0.67089], [-1.45033, 1.17474, 1.64420], [0.04350, 2.51602, 0.68227], [3.07324, -0.05191, -0.57486], [1.86101, -1.86410, 0.34584], [-0.33857, -1.17765, 1.36310], [-0.04075, -0.95089, -1.71702], [-2.50158, -0.88531, -0.68970], [0.99221, 0.91953, -0.70987], [1.69658, -0.84999, 0.65538], [-1.85221, -1.16062, -0.15381]],
  "mulliken_charge": [-0.985, 0.909, -0.005, -0.863, 0.230, 0.195, 0.198, 0.273, 0.274, 0.333, 0.449, 0.258, 0.286, -0.655, -0.421, -0.476],
  "multiplicity": 1,
  "homo_energy_ha": -0.3217,
  "e_lumo_ev": 0.5,
  "energy_ev": -10334.72048,
  "max_force_ev_per_a": 6.42,
  "orbital_gap_ev": 9.3
}



{
  "formula": "C5H8N2O",
  "method": "ωB97M-V/def2-TZVPD",
  "species": ["C", "C", "C", "C", "C", "H", "H", "H", "H", "H", "H", "H", "H", "N", "N", "O"],
  "xyz": [[-1.61162, -0.88928, -2.16938], [-1.55104, 0.10481, -0.02612], [-0.15334, 0.09529, 0.34509], [0.95898, -0.23669, -0.35687], [0.38146, 0.63288, 1.62703], [-2.32292, -1.24714, -2.95260], [-1.21939, -1.88820, -1.64884], [-0.69997, -0.25447, -2.41216], [-2.16940, 0.61520, 0.64043], [0.95934, -0.38719, -1.50138], [2.82289, -0.56009, 0.16937], [0.01568, 0.12800, 2.49029], [0.15901, 1.67503, 1.79375], [-2.21762, -0.09840, -1.07651], [2.20578, 0.19776, 0.22747], [1.79887, 0.37265, 1.60574]],
  "mulliken_charge": [-0.649, -0.346, 0.749, -0.218, -0.481, 0.246, 0.240, 0.181, 0.400, 0.181, 0.263, 0.268, 0.271, -0.549, -0.291, -0.266],
  "multiplicity": 1,
  "homo_energy_ha": -0.3128,
  "e_lumo_ev": 0.5,
  "energy_ev": -10338.12239,
  "max_force_ev_per_a": 3.78,
  "orbital_gap_ev": 9.0
}



{
  "formula": "C5H8N2O",
  "method": "ωB97M-V/def2-TZVPD",
  "species": ["C", "C", "C", "C", "N", "C", "O", "N", "H", "H", "H", "H", "H", "H", "H", "H"],
  "xyz": [[0.18571, 0.42783, -0.80689], [-0.27689, -0.97821, -1.05489], [-1.20814, 0.64282, 1.44815], [0.14691, 0.66222, 0.78918], [1.53920, 0.69204, -1.30653], [0.21991, -1.96233, 0.09265], [1.14931, 1.07266, 1.35746], [0.59717, -2.85331, 0.73179], [-0.50283, 1.15689, -1.24284], [1.83751, 1.60752, -0.95862], [2.20221, 0.05285, -0.86092], [-1.36719, -1.05141, -1.04057], [0.09128, -1.39084, -1.99829], [-1.07958, 0.46565, 2.51902], [-1.69482, 1.60692, 1.28123], [-1.83976, -0.15130, 1.05008]],
  "mulliken_charge": [0.239, -0.879, -1.141, 0.579, -0.744, 0.252, -0.553, -0.446, 0.397, 0.291, 0.291, 0.352, 0.394, 0.320, 0.324, 0.324],
  "multiplicity": 1,
  "homo_energy_ha": -0.3567,
  "e_lumo_ev": 0.4,
  "energy_ev": -10341.57419,
  "max_force_ev_per_a": 2.54,
  "orbital_gap_ev": 10.1
}



{
  "formula": "C5H8N2O",
  "method": "ωB97M-V/def2-TZVPD",
  "species": ["C", "C", "C", "C", "C", "O", "N", "N", "H", "H", "H", "H", "H", "H", "H", "H"],
  "xyz": [[0.18200, 1.52479, 1.38430], [0.76380, -0.39829, -0.14855], [0.23974, -1.11430, -1.28657], [-1.27145, -0.31474, -1.04744], [0.31621, 0.90490, 0.02645], [1.09222, -1.21403, 0.88219], [0.63241, -1.83709, -2.22463], [-2.16009, -0.58595, -0.19501], [1.13847, -0.69989, 1.69857], [1.62444, -2.08771, -2.16131], [-1.84911, -0.92435, 0.71234], [-1.47535, 0.09263, -2.02607], [0.32575, 1.56598, -0.82463], [-0.28179, 2.50664, 1.31151], [-0.43207, 0.89432, 2.03837], [1.15482, 1.68707, 1.86047]],
  "mulliken_charge": [-1.508, 0.147, 0.442, -0.022, -0.027, -0.493, -0.649, -0.684, 0.374, 0.258, 0.254, 0.402, 0.457, 0.370, 0.326, 0.353],
  "multiplicity": 1,
  "homo_energy_ha": [-0.2914, -0.2914],
  "e_lumo_ev": [0.2, 0.2],
  "energy_ev": -10338.15019,
  "max_force_ev_per_a": 5.02,
  "orbital_gap_ev": [8.2, 8.2]
}



{
  "formula": "C5H8N2O",
  "method": "ωB97M-V/def2-TZVPD",
  "species": ["C", "C", "C", "C", "C", "H", "H", "H", "H", "H", "H", "H", "H", "N", "N", "O"],
  "xyz": [[1.05712, 2.16055, -0.89317], [-0.61463, 0.85747, 0.30480], [-0.98263, -1.30499, 1.06011], [-0.34511, -0.63534, 0.10983], [0.32407, -1.47526, -1.00900], [2.06577, 2.11150, -0.22429], [0.99643, 3.27414, -1.33238], [1.40392, 1.32785, -1.65985], [-1.79266, -0.54646, 2.72770], [-0.82829, -2.43471, 1.64615], [0.69213, -2.36989, -0.18024], [-0.10133, -1.86250, -2.16503], [1.51388, -1.15260, -1.38912], [-0.06099, 1.80921, -0.04844], [-1.78690, -0.55141, 1.61909], [-1.54075, 0.79243, 1.43386]],
  "mulliken_charge": [-0.628, 0.319, -0.438, 0.483, -0.761, 0.231, 0.260, 0.186, 0.286, 0.179, 0.189, 0.187, 0.195, -0.308, -0.078, -0.301],
  "multiplicity": 1,
  "homo_energy_ha": -0.2921,
  "e_lumo_ev": 0.7,
  "energy_ev": -10334.94876,
  "max_force_ev_per_a": 12.07,
  "orbital_gap_ev": 8.6
}



{
  "formula": "C5H8N2O2",
  "method": "ωB97M-V/def2-TZVPD",
  "species": ["C", "C", "C", "C", "C", "H", "H", "H", "H", "H", "H", "H", "H", "N", "N", "O", "O"],
  "xyz": [[2.47500, 0.66531, 0.07315], [1.27564, -0.36046, -0.12848], [0.00180, 0.20520, -0.01333], [0.05935, 1.68258, 0.21879], [-1.14598, -0.57766, 0.08756], [2.56727, 1.41861, -0.74503], [2.69113, 1.17649, 1.19811], [3.36896, 0.06128, -0.26700], [1.09850, 2.17296, 0.66432], [-2.44738, 1.02932, -0.49873], [-3.16239, -0.72446, 0.41533], [0.21202, -2.03754, -0.29499], [-1.39368, -2.92522, -0.59557], [-2.42102, -0.12854, -0.20518], [-0.93880, -2.00150, 0.45692], [1.63003, -1.60579, -0.23763], [-1.05635, 2.23693, -0.14546]],
  "mulliken_charge": [-1.406, 1.050, -0.114, -0.054, 0.339, 0.463, 0.269, 0.360, 0.225, 0.390, 0.325, 0.425, 0.333, -0.477, -0.739, -0.745, -0.643],
  "multiplicity": 1,
  "homo_energy_ha": -0.3382,
  "e_lumo_ev": -0.3,
  "energy_ev": -12383.69578,
  "max_force_ev_per_a": 6.67,
  "orbital_gap_ev": 8.9
}



{
  "formula": "C5H8N2O2",
  "method": "ωB97M-V/def2-TZVPD",
  "species": ["C", "C", "C", "C", "C", "N", "N", "O", "O", "H", "H", "H", "H", "H", "H", "H", "H"],
  "xyz": [[-2.38683, -1.03984, 0.70564], [-1.53256, -0.53406, 1.62130], [-1.57625, -1.18758, -0.47504], [2.13053, 1.23232, -0.30488], [1.12727, 0.61253, -1.23084], [-0.28442, -0.34151, 1.17632], [-0.28513, -0.99001, -0.11307], [-1.95432, -1.28193, -1.64391], [0.83568, -0.68769, -0.85708], [-3.52325, -1.14086, 0.74601], [-1.80425, -0.24662, 2.65847], [2.91587, 1.62667, -0.84312], [1.66220, 2.09214, 0.25796], [2.41477, 0.51212, 0.40904], [1.46712, 0.50065, -2.26828], [0.14665, 1.14734, -1.35041], [0.64692, -0.27368, 1.51191]],
  "mulliken_charge": [-0.518, -0.259, 0.552, -1.089, -0.168, -0.170, 0.260, -0.672, -0.386, 0.313, 0.345, 0.355, 0.278, 0.349, 0.375, 0.240, 0.193],
  "multiplicity": 1,
  "homo_energy_ha": -0.3152,
  "e_lumo_ev": 0.7,
  "energy_ev": -12386.02033,
  "max_force_ev_per_a": 4.05,
  "orbital_gap_ev": 9.3
}



{
  "formula": "C5H8N2O2",
  "method": "ωB97M-V/def2-TZVPD",
  "species": ["C", "C", "C", "N", "N", "C", "C", "O", "O", "H", "H", "H", "H", "H", "H", "H", "H"],
  "xyz": [[-0.49974, -0.92032, -0.38947], [-0.50219, 0.93103, -0.04477], [1.47610, -0.28455, 0.10215], [-1.32140, 1.33538, 1.01170], [-0.84096, 1.52001, -1.27624], [0.95495, 0.91760, 0.26133], [2.32924, -1.27867, 0.29430], [-0.89706, -1.59618, 0.72798], [-0.73697, -1.33670, -1.49938], [-1.26081, -2.45293, 0.44993], [-2.30416, 1.43278, 0.79454], [-1.17023, 0.81127, 1.86137], [-0.23031, 1.20319, -2.01866], [-1.79988, 1.32880, -1.54614], [1.47947, 1.83202, 0.51124], [2.66214, -1.54642, 1.28844], [2.66183, -1.89634, -0.52833]],
  "mulliken_charge": [0.544, 0.766, 0.391, -0.584, -0.636, -0.979, -0.754, -0.464, -0.607, 0.313, 0.234, 0.279, 0.304, 0.266, 0.407, 0.244, 0.277],
  "multiplicity": 1,
  "homo_energy_ha": -0.3019,
  "e_lumo_ev": 0.2,
  "energy_ev": -12386.87885,
  "max_force_ev_per_a": 3.41,
  "orbital_gap_ev": 8.4
}



{
  "formula": "C5H8N2O2S",
  "method": "ωB97M-V/def2-TZVPD",
  "species": ["C", "C", "C", "C", "C", "N", "N", "O", "O", "S", "H", "H", "H", "H", "H", "H", "H", "H"],
  "xyz": [[2.96080, 0.37034, 0.36032], [3.77950, -0.73533, 0.04377], [-1.68632, 1.23206, -0.46925], [-1.55588, 0.21740, 0.63217], [-1.21630, -1.07709, -0.05539], [1.56920, 0.19275, 0.20307], [1.05708, -1.03777, -0.08397], [3.35947, 1.43418, 0.76859], [-0.08038, -0.92931, -0.91084], [2.22733, -2.07796, -0.67223], [-0.76039, 1.10866, -1.04268], [-2.59331, 0.75825, -0.87395], [-1.80270, 2.25606, -0.15394], [-2.56358, 0.26882, 1.07220], [-0.68002, 0.44161, 1.37176], [-0.93599, -1.87842, 0.62051], [-1.97707, -1.42697, -0.72217], [0.89854, 0.88273, -0.08799]],
  "mulliken_charge": [0.640, -0.339, -1.040, -0.470, -0.266, -0.076, 0.160, -0.546, -0.326, -0.033, 0.305, 0.369, 0.278, 0.345, 0.277, 0.312, 0.368, 0.041],
  "multiplicity": 1,
  "homo_energy_ha": [-0.3349, -0.3403],
  "e_lumo_ev": [-2.1, -1.4],
  "energy_ev": -23216.91000,
  "max_force_ev_per_a": 4.11,
  "orbital_gap_ev": [7.0, 7.9]
}



{
  "formula": "C5H8N2O2S",
  "method": "ωB97M-V/def2-TZVPD",
  "species": ["C", "C", "C", "C", "C", "N", "N", "O", "O", "S", "H", "H", "H", "H", "H", "H", "H", "H"],
  "xyz": [[-1.45181, 0.83264, 1.24450], [-1.23876, -0.28088, 1.89421], [1.60807, -3.69766, -1.25107], [0.84496, -0.19305, 0.15243], [-0.27210, 2.50467, -0.07131], [1.00386, -0.48236, -1.17106], [-0.71756, 1.13808, 0.12915], [1.93890, -3.17975, -2.20749], [1.29768, -4.22445, -0.25253], [-0.07952, -1.42293, 1.05708], [-2.13130, 1.49883, 1.84474], [-1.78411, -0.59291, 2.82672], [0.47889, 2.79005, 0.73211], [0.28106, 2.69221, -1.04969], [-1.15718, 3.20997, 0.03183], [0.43971, -1.13380, -1.59345], [1.91323, -0.12693, -1.58571], [-0.97402, 0.66827, -0.73048]],
  "mulliken_charge": [-0.322, -0.249, 0.746, -0.189, -0.904, -0.294, -0.108, -0.359, -0.384, -0.219, 0.237, 0.319, 0.318, 0.293, 0.313, 0.171, 0.260, 0.372],
  "multiplicity": 1,
  "homo_energy_ha": -0.2460,
  "e_lumo_ev": 0.6,
  "energy_ev": -23221.77579,
  "max_force_ev_per_a": 4.28,
  "orbital_gap_ev": 7.3
}



{
  "formula": "C5H8N2O3",
  "method": "ωB97M-V/def2-TZVPD",
  "species": ["C", "C", "C", "C", "C", "H", "H", "H", "H", "H", "H", "H", "H", "N", "N", "O", "O", "O"],
  "xyz": [[-1.75579, 2.63771, 2.71121], [-0.67921, -1.54912, -1.02408], [0.37041, -2.41489, -0.55214], [1.56532, -1.94251, -0.39261], [0.83221, 0.40269, -0.71606], [-0.51255, 2.39582, 1.21425], [-1.70337, 2.47548, 3.77361], [-1.99109, 3.68091, 2.49683], [-2.56848, 1.99010, 2.32013], [-1.19261, 0.65954, -0.86585], [0.04672, -3.40052, -0.37790], [2.50234, -2.49913, -0.16993], [2.76051, -0.06662, -0.24928], [-0.53165, -0.12124, -0.66983], [1.84996, -0.57270, -0.55590], [-0.46346, 2.38284, 2.15014], [-1.81657, -1.87341, -1.40930], [1.20913, 1.59291, -0.70580]],
  "mulliken_charge": [-0.508, 0.441, -0.507, -0.149, 0.299, 0.247, 0.215, 0.252, 0.232, 0.284, 0.412, 0.367, 0.303, -0.073, -0.159, -0.458, -0.590, -0.607],
  "multiplicity": 1,
  "homo_energy_ha": -0.3612,
  "e_lumo_ev": 0.3,
  "energy_ev": -14436.80351,
  "max_force_ev_per_a": 5.54,
  "orbital_gap_ev": 10.1
}



{
  "formula": "C5H8N2O3",
  "method": "ωB97M-V/def2-TZVPD",
  "species": ["O", "C", "N", "C", "C", "C", "O", "C", "N", "H", "H", "H", "H", "H", "H", "O", "H", "H"],
  "xyz": [[2.26861, -1.20744, -0.99548], [1.72914, -0.45903, -0.19532], [0.91197, -0.86923, 0.79623], [-0.24349, -0.18587, 1.33565], [-1.39575, -0.05571, 0.31932], [-1.09734, 1.02969, -0.73431], [-0.09896, 0.59967, -1.62983], [-1.69661, -1.33439, -0.34240], [-1.94344, -2.32625, -0.88213], [1.14578, -1.77496, 1.18056], [-0.59483, -0.72671, 2.22318], [0.05471, 0.82479, 1.63456], [-2.30205, 0.23837, 0.87109], [-1.99173, 1.26318, -1.32553], [-0.77444, 1.94358, -0.21223], [2.21883, 0.92560, -0.04347], [2.98766, 1.02694, -0.61626], [0.82194, 1.08777, -1.38364]],
  "mulliken_charge": [-0.577, 0.504, -0.077, -0.931, 0.460, -0.750, -0.563, 0.060, -0.460, 0.243, 0.426, 0.352, 0.401, 0.367, 0.338, -0.531, 0.342, 0.397],
  "multiplicity": 1,
  "homo_energy_ha": -0.3766,
  "e_lumo_ev": 0.4,
  "energy_ev": -14436.62584,
  "max_force_ev_per_a": 3.78,
  "orbital_gap_ev": 10.6
}



{
  "formula": "C5H8N2O3S",
  "method": "ωB97M-V/def2-TZVPD",
  "species": ["C", "C", "C", "C", "C", "N", "N", "O", "O", "O", "S", "H", "H", "H", "H", "H", "H", "H", "H"],
  "xyz": [[-1.73429, 1.25048, 0.16308], [-1.79171, -1.37439, -0.13880], [1.37818, -0.33318, 0.40868], [1.56826, 0.25143, -0.88922], [-0.87097, -0.10197, -0.06350], [-2.85696, 1.11475, -0.52524], [0.08966, -0.21092, 1.00088], [-1.36720, -2.25923, 0.80781], [-1.26299, 2.04534, 0.94119], [-2.72368, -1.55786, -0.88441], [-0.05871, -0.06246, -1.66025], [1.67863, -1.41906, 0.22390], [2.14388, -0.03975, 1.12923], [1.58332, 1.42107, -0.81023], [2.35141, 0.02434, -1.51716], [-2.97448, 0.31055, -1.05258], [-3.62324, 1.83063, -0.52070], [-0.57085, -1.79063, 1.26773], [-0.04124, 0.56409, 1.54631]],
  "mulliken_charge": [0.507, 0.224, -0.768, -0.622, 0.801, -0.240, -0.535, -0.540, -0.647, -0.612, -0.199, 0.229, 0.446, 0.225, 0.525, 0.152, 0.272, 0.476, 0.307],
  "multiplicity": 1,
  "homo_energy_ha": -0.3282,
  "e_lumo_ev": 0.6,
  "energy_ev": -25272.67153,
  "max_force_ev_per_a": 6.50,
  "orbital_gap_ev": 9.5
}